# 1
DFT (wB97M-V/def2-TZVPD) results for one molecule with the formula C4H6O2.

Computed properties:
spin multiplicity	1
ΔE to the lowest compared entry with this formula, charge and spin	51.49	kcal per mole
molecular weight	86.09	u
E_LUMO	0.703	eV
frontier orbital gap	10.32	eV
total energy	-306.4242	a.u.
total charge	0
structure (SMILES)	C=C[C@H](O)C=O

Element x y z (Å)
O: -1.030 -1.045 1.232
O: 1.143 -0.980 -1.162
C: -1.275 0.932 -0.321
C: 0.147 -1.114 0.984
C: 0.897 -0.183 -0.006
C: 0.043 1.041 -0.148
H: 0.682 -0.558 -1.897
H: 0.744 -1.909 1.455
H: 0.470 1.993 0.157
H: -1.950 1.722 -0.004
H: 1.877 0.063 0.424
H: -1.747 0.037 -0.714

Atomic partial charges in e from the Löwdin method, atoms 1 to 8: atom 1 (O): 0.05, atom 2 (O): -0.02, atom 3 (C): 0.02, atom 4 (C): -0.17, atom 5 (C): -0.35, atom 6 (C): -0.13, atom 7 (H): 0.10, atom 8 (H): 0.13



# 2
DFT (wB97M-V/def2-TZVPD) results for one molecule with the formula C4H6O2 at a distorted geometry.

Computed properties:
spin multiplicity	1
ΔE to the lowest compared entry with this formula, charge and spin	50.25	kcal per mole
molecular weight	86.09	u
E_LUMO	0.764	eV
frontier orbital gap	10.36	eV
total energy	-306.4262	a.u.
total charge	0
structure (SMILES)	O=C[C@@H]1C[C@@H]1O

Element x y z (Å)
O: 1.895 -0.420 2.000
O: -1.438 0.746 0.587
C: 0.171 0.137 -1.186
C: -0.912 -0.296 -0.232
C: 1.117 0.061 1.210
C: 0.544 -0.664 0.046
H: 0.727 1.089 1.317
H: 0.968 -1.661 -0.108
H: 0.426 -0.268 -2.168
H: 0.353 1.207 -1.108
H: -1.789 -0.928 -0.263
H: -2.037 1.230 0.001

Atomic partial charges in e from the Löwdin method, atoms 1 to 8: atom 1 (O): 0.05, atom 2 (O): -0.06, atom 3 (C): -0.05, atom 4 (C): -0.29, atom 5 (C): -0.24, atom 6 (C): -0.17, atom 7 (H): 0.13, atom 8 (H): 0.15



# 3
DFT (wB97M-V/def2-TZVPD) results for a 2-piece molecular cluster, C4H6O2 overall at a distorted geometry.

Computed properties:
spin multiplicity	1
ΔE to the lowest compared entry with this formula, charge and spin	68.37	kcal per mole
molecular weight	86.09	u
E_LUMO	0.468	eV
frontier orbital gap	9.35	eV
total energy	-306.3973	a.u.
total charge	0
structure (SMILES)	O=C=CO.C=C

Element x y z (Å)
O: 2.717 -0.386 -1.182
O: 0.708 2.105 -0.082
C: 1.505 -0.216 -0.526
C: -1.523 -0.326 1.100
C: -1.901 -0.003 -0.134
C: 1.057 1.008 -0.294
H: 0.875 -1.068 -0.300
H: -1.338 -1.358 1.390
H: -2.040 -0.757 -0.906
H: 3.410 -0.458 -0.514
H: -1.384 0.431 1.869
H: -2.086 1.029 -0.421

Atomic partial charges in e from the Löwdin method, atoms 1 to 8: atom 1 (O): -0.03, atom 2 (O): 0.16, atom 3 (C): -0.20, atom 4 (C): -0.09, atom 5 (C): -0.09, atom 6 (C): -0.17, atom 7 (H): 0.10, atom 8 (H): 0.05



# 4
DFT (wB97M-V/def2-TZVPD) results for one molecule with the formula C4H6O2 at a distorted geometry.

Computed properties:
spin multiplicity	1
ΔE to the lowest compared entry with this formula, charge and spin	80.47	kcal per mole
molecular weight	86.09	u
E_LUMO	0.367	eV
frontier orbital gap	9.94	eV
total energy	-306.3781	a.u.
total charge	0
structure (SMILES)	O=CC[C@H]1CO1

Element x y z (Å)
O: -1.265 0.937 1.492
O: 1.038 -1.435 -0.757
C: -0.218 -1.018 -1.264
C: 0.619 0.539 0.642
C: 0.116 -0.844 0.152
C: -0.456 1.596 0.889
H: -0.304 -1.560 0.868
H: -0.195 -0.142 -1.915
H: -0.880 -1.821 -1.589
H: -0.805 2.372 0.137
H: 1.122 0.972 -0.195
H: 1.228 0.406 1.540

Atomic partial charges in e from the Löwdin method, atoms 1 to 8: atom 1 (O): 0.03, atom 2 (O): -0.05, atom 3 (C): -0.12, atom 4 (C): -0.12, atom 5 (C): -0.28, atom 6 (C): -0.20, atom 7 (H): 0.15, atom 8 (H): 0.11



# 5
DFT (wB97M-V/def2-TZVPD) results for C4H6O2 as an isolated structure at a distorted geometry.

Computed properties:
spin multiplicity	1
ΔE to the lowest compared entry with this formula, charge and spin	135.59	kcal per mole
molecular weight	86.09	u
E_LUMO	0.911	eV
frontier orbital gap	10.98	eV
total energy	-306.2902	a.u.
total charge	0

Element x y z (Å)
O: -0.195 -0.225 1.786
O: 0.374 1.723 -0.557
C: -0.747 0.908 -0.542
C: 1.154 0.574 -0.314
C: -0.362 -1.353 0.914
C: -0.041 -0.042 0.408
H: 0.814 -0.087 -1.484
H: -1.718 1.413 -0.520
H: 0.415 -2.114 0.965
H: 2.113 0.828 0.183
H: -1.386 -1.711 0.817
H: -0.421 0.086 -1.654

Atomic partial charges in e from the Löwdin method, atoms 1 to 8: atom 1 (O): 0.02, atom 2 (O): -0.09, atom 3 (C): -0.14, atom 4 (C): -0.11, atom 5 (C): -0.06, atom 6 (C): -0.46, atom 7 (H): 0.16, atom 8 (H): 0.13



# 6
DFT (wB97M-V/def2-TZVPD) results for one molecule with the formula C4H6O2.

Computed properties:
spin multiplicity	1
ΔE to the lowest compared entry with this formula, charge and spin	46.16	kcal per mole
molecular weight	86.09	u
E_LUMO	0.967	eV
frontier orbital gap	11.06	eV
total energy	-306.4327	a.u.
total charge	0
structure (SMILES)	O=CC[C@H]1CO1

Element x y z (Å)
O: -2.058 -0.206 -0.278
O: 1.618 0.083 1.119
C: 0.285 0.170 1.602
C: -1.210 -0.514 -1.081
C: 0.624 0.627 0.259
C: 0.261 -0.169 -0.973
H: 0.835 -1.106 -1.004
H: -0.235 -0.777 1.733
H: -1.480 -1.101 -1.985
H: 0.536 0.384 -1.881
H: 0.716 1.702 0.107
H: 0.108 0.908 2.383

Atomic partial charges in e from the Löwdin method, atoms 1 to 8: atom 1 (O): 0.06, atom 2 (O): -0.04, atom 3 (C): -0.12, atom 4 (C): -0.25, atom 5 (C): -0.31, atom 6 (C): -0.10, atom 7 (H): 0.13, atom 8 (H): 0.12



# 7
DFT (wB97M-V/def2-TZVPD) results for C4H6O2 as an isolated structure.

Computed properties:
spin multiplicity	1
ΔE to the lowest compared entry with this formula, charge and spin	93.06	kcal per mole
molecular weight	86.09	u
E_LUMO (spin up / spin down)	-0.484 / -0.227	eV
frontier orbital gap (spin up / spin down)	7.81 / 8.11	eV
total energy	-306.3580	a.u.
total charge	0

Element x y z (Å)
O: -1.656 1.029 1.329
O: 0.888 -0.360 1.022
C: -0.066 -1.208 1.376
C: -0.997 1.024 0.299
C: 0.133 0.186 -0.026
C: 0.802 0.189 -1.371
H: -1.222 1.739 -0.527
H: -0.444 -1.933 0.661
H: -0.371 -1.232 2.429
H: 0.803 -0.810 -1.829
H: 1.852 0.514 -1.302
H: 0.278 0.861 -2.062

Atomic partial charges in e from the Löwdin method, atoms 1 to 8: atom 1 (O): 0.01, atom 2 (O): -0.03, atom 3 (C): 0.06, atom 4 (C): -0.27, atom 5 (C): -0.32, atom 6 (C): -0.03, atom 7 (H): 0.13, atom 8 (H): 0.10



# 8
DFT (wB97M-V/def2-TZVPD) results for C4H6O2 as an isolated structure at a distorted geometry.

Computed properties:
spin multiplicity	1
ΔE to the lowest compared entry with this formula, charge and spin	73.08	kcal per mole
molecular weight	86.09	u
E_LUMO	0.763	eV
frontier orbital gap	9.21	eV
total energy	-306.3898	a.u.
total charge	0

Element x y z (Å)
O: -0.572 0.750 1.238
O: -1.026 -1.361 -1.396
C: -0.882 -0.495 -0.342
C: 0.271 -0.258 0.572
C: 1.568 0.307 0.045
C: -1.589 0.420 0.345
H: 0.426 -1.098 1.254
H: 2.076 -0.449 -0.564
H: 1.383 1.189 -0.577
H: 2.233 0.588 0.869
H: -2.559 0.911 0.403
H: -1.331 -0.504 -1.846

Atomic partial charges in e from the Löwdin method, atoms 1 to 8: atom 1 (O): -0.05, atom 2 (O): 0.04, atom 3 (C): -0.32, atom 4 (C): -0.29, atom 5 (C): -0.02, atom 6 (C): -0.04, atom 7 (H): 0.16, atom 8 (H): 0.09



# 9
DFT (wB97M-V/def2-TZVPD) results for C4H6O2 as an isolated structure.

Computed properties:
spin multiplicity	1
ΔE to the lowest compared entry with this formula, charge and spin	57.58	kcal per mole
molecular weight	86.09	u
E_LUMO	0.741	eV
frontier orbital gap	10.70	eV
total energy	-306.4145	a.u.
total charge	0

Element x y z (Å)
O: -1.203 1.281 -1.757
O: -0.383 -1.149 0.821
C: -1.287 0.129 -1.396
C: 0.457 0.692 0.369
C: -0.235 -0.393 -0.422
C: 0.825 -0.466 1.276
H: 0.894 -0.279 2.350
H: 1.715 -1.021 0.938
H: 1.152 1.395 -0.083
H: -1.985 -0.558 -1.909
H: -0.355 1.220 0.876
H: 0.419 -1.015 -1.056

Atomic partial charges in e from the Löwdin method, atoms 1 to 8: atom 1 (O): 0.06, atom 2 (O): -0.08, atom 3 (C): -0.17, atom 4 (C): -0.11, atom 5 (C): -0.29, atom 6 (C): -0.17, atom 7 (H): 0.12, atom 8 (H): 0.12



# 10
DFT (wB97M-V/def2-TZVPD) results for one molecule with the formula C4H6O2 at a distorted geometry.

Computed properties:
spin multiplicity	1
ΔE to the lowest compared entry with this formula, charge and spin	118.53	kcal per mole
molecular weight	86.09	u
E_LUMO (spin up / spin down)	-1.239 / -1.676	eV
frontier orbital gap (spin up / spin down)	9.00 / 7.56	eV
total energy	-306.3174	a.u.
total charge	0

Element x y z (Å)
O: 2.411 -0.323 -0.967
O: -1.406 0.094 1.370
C: -1.685 0.026 0.047
C: -0.278 -0.600 -0.358
C: 0.582 0.351 0.332
C: 2.049 0.300 0.009
H: 0.118 -0.954 -1.322
H: 0.227 1.301 0.728
H: -2.472 -0.680 -0.284
H: 2.765 0.940 0.555
H: -0.402 -1.465 0.299
H: -1.908 1.011 -0.409

Atomic partial charges in e from the Löwdin method, atoms 1 to 8: atom 1 (O): 0.04, atom 2 (O): -0.06, atom 3 (C): -0.31, atom 4 (C): -0.15, atom 5 (C): 0.00, atom 6 (C): -0.24, atom 7 (H): 0.12, atom 8 (H): 0.12